1.
# C32H61As3BIrN6S3

C32H61As3BIrN6S3 as an isolated structure (the ωB97M-V functional and the def2-TZVPD basis, the OMol25 dataset).

Output
Gap between HOMO and LUMO (alpha / beta) (eV): 7.39 / 4.92
LUMO (alpha / beta) (eV): -6.13 / -9.91
Energy above the lowest of the compared OMol25 structures with the same formula, charge and spin (kJ/mol): 18.3
HOMO energy (alpha / beta) (eV): -13.52 / -14.83

The geometry in ORCA input format:
```
! wB97M-V def2-TZVPD RIJCOSX def2/J DEFGRID3
* xyz 3 6
Ir 0.0247 0.3701 0.0206
C 6.7710 1.4245 1.3053
C 5.4488 1.3643 0.5471
C 5.7235 0.9459 -0.8949
C 4.7603 2.7235 0.6464
N 4.5616 0.3212 1.1952
C 4.9382 -0.4431 2.2835
C 3.9039 -1.2507 2.5989
N 2.8896 -0.9940 1.7051
B 1.4792 -1.5782 1.6916
N 1.2834 -2.8565 0.8802
C 2.1194 -3.9406 0.7752
C 1.5859 -4.7751 -0.1396
N 0.4287 -4.1950 -0.6235
C 0.2627 -3.0127 0.0071
S -1.0172 -1.8315 -0.2306
C -0.4130 -4.9598 -1.6291
C -1.0241 -6.1443 -0.8833
C -1.5186 -4.1131 -2.2430
C 0.5218 -5.4266 -2.7469
N 0.7623 -1.5628 3.0038
C 0.6498 -2.6040 3.9295
C -0.0609 -2.1371 4.9568
N -0.4036 -0.8062 4.6784
C 0.0943 -0.4934 3.4736
S -0.1056 1.0007 2.5765
C -1.2733 -0.0116 5.6244
C -2.7221 -0.3775 5.3144
C -0.9056 -0.3989 7.0592
C -1.0494 1.4901 5.4769
C 3.3036 -0.0249 0.8612
S 2.3746 0.6450 -0.4735
H 7.3925 2.1781 0.8251
H 7.3155 0.4809 1.2623
H 6.6376 1.7278 2.3442
H 6.3936 1.6760 -1.3480
H 4.8184 0.9048 -1.4974
H 6.2146 -0.0273 -0.9266
H 5.4402 3.4881 0.2723
H 4.5235 2.9599 1.6845
H 3.8467 2.7709 0.0570
H 5.8994 -0.3491 2.7495
H 3.8016 -1.9678 3.3951
H 0.9029 -0.7593 1.0109
H 3.0187 -4.0357 1.3591
H 1.9294 -5.7343 -0.4769
H -1.6860 -5.8034 -0.0863
H -0.2593 -6.7895 -0.4514
H -1.6090 -6.7434 -1.5804
H -2.2756 -3.8248 -1.5178
H -2.0028 -4.7266 -3.0018
H -1.1255 -3.2195 -2.7287
H 1.2427 -6.1713 -2.4153
H 1.0620 -4.5860 -3.1849
H -0.0767 -5.8924 -3.5280
H 1.0801 -3.5765 3.7692
H -0.3568 -2.6316 5.8603
H -2.9052 -1.4413 5.4704
H -2.9677 -0.1271 4.2800
H -3.3905 0.1799 5.9703
H -1.1818 -1.4205 7.3120
H -1.4555 0.2484 7.7398
H 0.1594 -0.2569 7.2463
H -1.4545 1.8835 4.5495
H 0.0077 1.7497 5.5464
H -1.5668 1.9812 6.2998
C 0.8154 -0.0824 -4.0268
As -0.1078 0.9206 -2.6411
C 0.7638 2.6542 -2.8123
C -1.8087 1.3383 -3.5711
C -3.0623 1.5352 -2.7122
C -3.5161 0.1893 -2.1328
C -2.8299 2.5687 -1.5944
As -1.9525 1.9712 0.0738
C -3.4127 1.2944 1.1502
C -1.5939 3.6909 0.8833
C -4.2490 1.9882 -3.6065
As -4.1096 3.5668 -4.7424
C -3.3290 3.2131 -6.4654
C -3.3402 5.1443 -3.9537
H 0.2993 -1.0236 -4.2076
H 1.8296 -0.2891 -3.6899
H 0.8484 0.5053 -4.9436
H 0.7014 3.0127 -3.8399
H 1.8135 2.5608 -2.5381
H 0.3002 3.3739 -2.1374
H -1.9780 0.5287 -4.2855
H -1.5825 2.2420 -4.1484
H -2.7284 -0.2485 -1.5178
H -3.7381 -0.5230 -2.9291
H -4.4123 0.3004 -1.5201
H -3.7838 2.9776 -1.2480
H -2.2343 3.4099 -1.9597
H -4.3115 1.8860 0.9788
H -3.1030 1.3809 2.1897
H -3.6017 0.2472 0.9247
H -2.5173 4.2630 0.9682
H -0.8691 4.2414 0.2858
H -1.1798 3.5252 1.8765
H -5.1308 2.1637 -2.9865
H -4.5094 1.1978 -4.3150
H -3.5513 2.1894 -6.7573
H -2.2512 3.3715 -6.4062
H -3.7551 3.9045 -7.1910
H -3.8027 5.3391 -2.9894
H -3.5215 5.9803 -4.6277
H -2.2645 4.9972 -3.8412
*
```

Atom charges from the Mulliken analysis, given in e for atoms 1 to 6: 0.5168 -2.2004 1.0193 -1.3948 -1.3715 0.4858


2.
# C32H61N14O30PS2

A 14-piece molecular cluster, C32H61N14O30PS2 overall at a distorted geometry (the ωB97M-V functional and the def2-TZVPD basis, the OMol25 dataset).

Output
Gap between HOMO and LUMO (eV): 7.00
LUMO (eV): -0.61
HOMO energy (eV): -7.60

The geometry in ORCA input format:
```
! wB97M-V def2-TZVPD RIJCOSX def2/J DEFGRID3
* xyz 0 1
C -5.9131 3.0175 3.0648
C -7.1440 2.8306 1.9777
O -6.7776 3.1496 0.5891
C -6.8850 1.9850 -0.3030
C -5.4331 1.1605 -0.3982
C -4.0482 1.6975 0.3257
C -2.6053 0.8708 0.2818
C -2.5252 -0.5393 -0.5483
C -3.9246 -1.0636 -1.2997
S -3.8592 -2.7046 -2.2575
C -5.3574 -0.2683 -1.2556
C -6.6964 -0.8621 -2.0544
N -1.3288 -1.4522 -0.6794
P -1.2526 -2.6923 0.6011
O -0.8594 -4.0852 -0.1101
C -0.0101 -0.7155 -0.6733
C 1.2210 -1.4087 -1.5628
C 2.7517 -0.7969 -1.6527
C 3.1237 0.5911 -0.7997
C 4.6700 1.1258 -0.8971
C 5.3956 1.3649 0.5787
O 5.3084 0.0365 1.2685
C 4.3515 0.1055 2.3857
O 3.3763 -0.8248 2.4321
C 1.8991 1.2789 0.0477
C 0.3504 0.6578 0.1440
S -1.0290 1.4804 1.1707
H -6.3577 2.7180 4.1275
H -5.5006 4.1099 3.1344
H -5.0000 2.3052 2.8798
H -7.9735 3.6286 2.2916
H -7.6392 1.7799 2.1325
H -7.2235 2.3354 -1.3920
H -7.6999 1.1903 0.0319
H -4.1092 2.7364 0.9078
H -4.6501 -3.6785 -1.5805
H -6.7197 -0.4697 -3.1785
H -7.7055 -0.6045 -1.5000
H -6.6728 -2.0505 -2.1421
H -2.5758 -2.7478 1.2089
H -0.2034 -2.3231 1.5173
H 0.9776 -2.4071 -2.1588
H 3.5896 -1.3316 -2.3137
H 4.7940 2.0700 -1.6177
H 5.3108 0.2610 -1.4132
H 4.9049 2.2283 1.1988
H 6.5667 1.5487 0.4380
H 4.4780 0.9103 3.2274
H 2.1225 2.2660 0.6372
C -5.4130 -5.1337 1.6836
N -6.3471 -3.9953 1.4715
O -6.4890 -3.1979 2.4058
O -6.9114 -3.9342 0.3730
H -4.9905 -5.0617 2.6881
H -5.9867 -6.0560 1.5718
H -4.6274 -5.0605 0.9287
C 6.3172 -4.0512 -2.6769
N 5.3831 -2.9128 -2.8890
O 5.2412 -2.1155 -1.9547
O 4.8188 -2.8518 -3.9875
H 6.7397 -3.9793 -1.6724
H 5.7435 -4.9736 -2.7887
H 7.1028 -3.9781 -3.4318
C 0.4650 3.1411 -3.0618
N 0.9708 4.5297 -2.8898
O 0.8286 5.3059 -3.8417
O 1.4963 4.8012 -1.8040
H 0.0303 3.0443 -4.0589
H 1.3137 2.4642 -2.9438
H -0.2910 2.9681 -2.2931
C 0.7969 3.3861 4.4520
N 1.5537 3.2698 3.1764
O 2.7881 3.2670 3.2488
O 0.8872 3.1845 2.1384
H 1.5067 3.4527 5.2793
H 0.1879 4.2905 4.3927
H 0.1747 2.4939 4.5486
C 0.6561 -5.7591 1.9023
N 0.5633 -7.1245 2.4860
O 1.6213 -7.6703 2.8201
O -0.5691 -7.6096 2.5925
H 1.7058 -5.4597 1.8688
H 0.2350 -5.8017 0.8957
H 0.0835 -5.0865 2.5443
C 4.2764 -8.4093 3.0773
N 5.6907 -8.8151 2.8573
O 6.3661 -8.1201 2.0893
O 6.0830 -9.8198 3.4620
H 4.0694 -7.5146 2.4863
H 3.6420 -9.2382 2.7569
H 4.1542 -8.2043 4.1429
C 8.6261 -0.6694 -3.7067
N 9.0104 -1.8621 -4.5086
O 9.3356 -1.6716 -5.6863
O 8.9749 -2.9560 -3.9332
H 8.7030 0.2196 -4.3363
H 7.5977 -0.8158 -3.3703
H 9.3150 -0.6043 -2.8619
C -7.2320 4.8864 6.8991
N -7.2006 4.9221 5.4121
O -6.2069 5.4295 4.8790
O -8.1742 4.4397 4.8220
H -6.3168 5.3421 7.2830
H -8.1090 5.4502 7.2239
H -7.2981 3.8395 7.2024
C -8.5453 -7.7466 3.2658
N -7.7884 -7.8629 1.9902
O -6.5541 -7.8657 2.0627
O -8.4549 -7.9482 0.9522
H -7.8355 -7.6800 4.0931
H -9.1542 -6.8422 3.2065
H -9.1674 -8.6388 3.3625
C -10.7549 4.2452 -0.7100
N -10.3706 3.0524 -1.5119
O -10.0454 3.2429 -2.6896
O -10.4061 1.9585 -0.9365
H -10.6780 5.1341 -1.3396
H -11.7833 4.0987 -0.3735
H -10.0660 4.3103 0.1348
C 12.9973 0.6939 -3.8975
N 11.6611 0.3705 -3.3287
O 10.7691 1.2163 -3.4627
O 11.5454 -0.7233 -2.7639
H 12.9541 1.6814 -4.3619
H 13.7161 0.6854 -3.0756
H 13.2335 -0.0713 -4.6398
C 7.2376 5.0455 -3.1609
N 6.7963 3.9582 -2.2462
O 6.1154 3.0491 -2.7347
O 7.1461 4.0481 -1.0636
H 6.8601 4.8380 -4.1644
H 6.8269 5.9830 -2.7806
H 8.3295 5.0586 -3.1547
C 1.6360 8.0590 -3.3411
N 2.1419 9.4476 -3.1691
O 1.9996 10.2238 -4.1211
O 2.6673 9.7192 -2.0833
H 1.2013 7.9622 -4.3383
H 2.4847 7.3822 -3.2231
H 0.8800 7.8861 -2.5724
*
```

Atom charges from the Mulliken analysis, given in e for atoms 1 to 6: -0.7726 -0.1268 -0.3728 -0.6394 0.4133 -0.6784